Here is a 2-piece molecular cluster, C4H6NO3 overall from the Open Molecules 2025 dataset. Energies are from wB97M-V/def2-TZVPD.

```
14
Properties=species:S:1:pos:R:3:forces:R:3
C -1.7449 0.6947 1.5149 -0.8 0.6 1.2
C -1.4663 0.0499 0.3102 1.0 0.2 -2.0
N -0.0628 0.0177 -0.0981 1.9 0.5 0.7
C 0.9875 0.4657 0.5229 -2.8 -0.6 1.3
C 2.2262 -0.3082 0.3354 2.9 -1.2 -1.5
O 2.1290 -1.2373 -0.5023 -0.7 0.6 0.1
O 3.1716 0.0218 1.0561 -0.5 0.3 0.4
O -2.2314 -0.3996 -0.5117 -0.6 -0.1 0.5
H -2.7717 0.9280 1.7464 -0.1 -0.2 -0.1
H -1.0264 1.0184 2.2495 0.2 -0.1 -0.2
H -0.2035 -0.5161 -3.4288 0.0 0.2 0.1
H 0.3279 -0.6028 -0.8370 -0.6 -0.6 -0.1
H 0.8633 1.0171 1.4462 0.1 0.6 -0.3
H -0.1985 -1.1493 -3.8037 0.0 -0.2 -0.1
```
Forces are in eV/Å.

The total energy comes out at -436.3459 Ha. Its spin multiplicity is 2. As for the frontier orbital gap (spin up / spin down): 7.73 / 6.41 eV. The LUMO energy (spin up / spin down) is -2.02 / -3.33 eV. The strongest force on any atom comes out at 3.4 eV/A. As for the net charge: 0. As for the relative energy (zero: lowest compared OMol25 entry of this formula, charge and spin): 66.8 kcal per mole. The HOMO energy (spin up / spin down) comes out at -9.7451 / -9.7444 eV.

Atomic partial charges in e from the Löwdin method, atoms 1 to 4:
1. C 0.2124
2. C -0.4521
3. N 0.1710
4. C 0.1017

=====

Here is C4H6NO4S2 as an isolated structure from the Open Molecules 2025 dataset. Energies are from wB97M-V/def2-TZVPD.

```
17
Properties=species:S:1:pos:R:3:forces:R:3
C 2.7670 -1.1172 -0.4275 0.1 0.1 0.3
C 2.7462 0.1522 0.0102 0.1 -0.5 0.1
S 1.2963 0.7643 0.8721 0.6 -0.5 1.4
O 1.3294 0.2577 2.2289 0.0 0.0 0.0
O 1.3710 2.1960 0.7135 0.0 0.1 -0.2
N 0.1431 0.0545 0.0395 -0.1 0.5 0.2
S -1.1336 0.8975 -0.3904 -0.6 0.5 -1.1
O -0.9491 1.5364 -1.6776 0.0 0.0 -0.1
O -1.7344 1.7081 0.6407 0.1 0.0 0.1
C -2.1794 -0.5369 -0.5711 -0.5 0.0 -0.3
C -3.2781 -0.6986 0.1821 -0.1 0.0 -0.1
H 2.4890 -1.8985 0.2756 -1.5 0.0 -0.6
H 2.9639 -1.3873 -1.4604 1.5 -0.2 0.3
H 3.5670 0.8512 -0.1045 -0.7 0.6 -1.2
H -1.9123 -1.2536 -1.3419 1.2 -0.6 1.0
H -3.4573 -1.6077 0.7514 -0.7 -0.6 -1.2
H -4.0287 0.0817 0.2593 0.8 0.7 1.4
```
Forces are in eV/Å.

The total energy comes out at -1307.9900 Ha. As for the frontier orbital gap: 8.43 eV. The LUMO energy is 3.27 eV. The strongest force on any atom comes out at 1.7 eV/A. As for the net charge: -1. As for the relative energy (zero: lowest compared OMol25 entry of this formula, charge and spin): 137.3 kcal per mole. The HOMO energy comes out at -5.1552 eV.

Atomic partial charges in e from the Löwdin method, atoms 1 to 4:
1. C -0.0508
2. C -0.2321
3. S 0.4726
4. O -0.3575

=====

Here is C4H6NO5S2 as an isolated structure from the Open Molecules 2025 dataset. Energies are from wB97M-V/def2-TZVPD.

```
18
Properties=species:S:1:pos:R:3:forces:R:3
C -1.6639 0.2585 -1.1056 3.8 -0.7 4.4
C 0.3197 -0.7042 0.8695 0.5 -2.7 0.5
C 0.2498 1.1792 -0.7429 -3.2 1.9 -0.6
C 0.4758 0.5268 1.7296 0.8 -0.7 2.1
N 0.9250 0.4395 0.2779 -0.5 0.4 0.9
O 2.1555 0.4978 -0.1268 2.2 -0.3 0.4
O -2.2962 -0.1448 1.1196 0.4 0.1 -1.0
O -4.0593 0.7321 -0.5453 -2.2 -0.6 -0.5
O -1.8827 -2.3718 0.1239 0.7 -0.1 0.0
O -0.0480 -1.7938 -1.2837 -1.1 -1.2 0.9
S -2.7553 0.9331 0.0373 0.8 1.7 1.3
S -1.1472 -1.1594 -0.1470 -0.4 0.4 -0.8
H -1.7710 0.2131 -2.1154 -0.3 -0.3 -2.7
H 1.0279 -1.6326 0.9247 -1.5 1.9 0.2
H 0.5720 0.7430 -1.6505 0.6 -0.6 -1.0
H 0.3316 -1.1742 -1.8877 0.4 1.2 -0.3
H 1.2488 0.4810 2.6496 -1.3 0.0 -2.8
H -0.4110 1.1045 2.0397 0.4 -0.2 -1.0
```
Forces are in eV/Å.

The total energy comes out at -1383.0324 Ha. As for the frontier orbital gap: 7.79 eV. The LUMO energy is 3.35 eV. The strongest force on any atom comes out at 5.9 eV/A. As for the net charge: -1. The HOMO energy comes out at -4.4461 eV.

Atomic partial charges in e from the Löwdin method, atoms 1 to 4:
1. C -0.4190
2. C -0.2612
3. C 0.0293
4. C 0.0025

=====

Here is C4H6NOP as an isolated structure from the Open Molecules 2025 dataset. Energies are from wB97M-V/def2-TZVPD.

```
13
Properties=species:S:1:pos:R:3:forces:R:3
C 0.8258 -0.5464 0.2258 -2.3 2.4 -1.8
C 1.1971 0.8437 -0.7719 1.2 -3.9 3.2
C -0.6531 -1.1107 0.2808 1.8 -0.9 -0.2
C -1.1181 0.1664 0.8878 -1.4 1.1 1.0
N 0.6890 1.4236 -1.7196 -0.9 1.1 -1.6
O -0.3274 1.5472 -2.3690 -0.4 -0.1 -0.1
P 0.5509 0.3052 1.8080 -0.7 0.6 -0.5
H 1.5821 -1.1990 0.0111 2.2 -1.6 -0.4
H 2.2290 1.0195 -0.5124 0.2 0.6 -0.2
H -1.1361 -1.5943 -0.6140 0.4 0.7 0.8
H -0.5638 -1.8003 1.1278 -0.3 -0.7 -0.5
H -1.3496 0.7884 0.0018 0.2 0.7 1.1
H -1.9257 0.1569 1.6435 -0.1 -0.1 -0.8
```
Forces are in eV/Å.

The total energy comes out at -627.1439 Ha. As for the frontier orbital gap (spin up / spin down): 7.95 / 7.52 eV. The LUMO energy (spin up / spin down) is -1.03 / -0.62 eV. The strongest force on any atom comes out at 5.2 eV/A. As for the net charge: 0. As for the relative energy (zero: lowest compared OMol25 entry of this formula, charge and spin): 116.9 kcal per mole. The HOMO energy (spin up / spin down) comes out at -8.9864 / -8.1396 eV.

Atomic partial charges in e from the Löwdin method, atoms 1 to 4:
1. C -0.4634
2. C -0.1335
3. C -0.3082
4. C -0.4270

=====

What did the fourth record say?
Here is C4H6NOP as an isolated structure from the Open Molecules 2025 dataset. Energies are from wB97M-V/def2-TZVPD.

```
13
Properties=species:S:1:pos:R:3:forces:R:3
C 0.8258 -0.5464 0.2258 -2.3 2.4 -1.8
C 1.1971 0.8437 -0.7719 1.2 -3.9 3.2
C -0.6531 -1.1107 0.2808 1.8 -0.9 -0.2
C -1.1181 0.1664 0.8878 -1.4 1.1 1.0
N 0.6890 1.4236 -1.7196 -0.9 1.1 -1.6
O -0.3274 1.5472 -2.3690 -0.4 -0.1 -0.1
P 0.5509 0.3052 1.8080 -0.7 0.6 -0.5
H 1.5821 -1.1990 0.0111 2.2 -1.6 -0.4
H 2.2290 1.0195 -0.5124 0.2 0.6 -0.2
H -1.1361 -1.5943 -0.6140 0.4 0.7 0.8
H -0.5638 -1.8003 1.1278 -0.3 -0.7 -0.5
H -1.3496 0.7884 0.0018 0.2 0.7 1.1
H -1.9257 0.1569 1.6435 -0.1 -0.1 -0.8
```
Forces are in eV/Å.

The total energy comes out at -627.1439 Ha. As for the frontier orbital gap (spin up / spin down): 7.95 / 7.52 eV. The LUMO energy (spin up / spin down) is -1.03 / -0.62 eV. The strongest force on any atom comes out at 5.2 eV/A. As for the net charge: 0. As for the relative energy (zero: lowest compared OMol25 entry of this formula, charge and spin): 116.9 kcal per mole. The HOMO energy (spin up / spin down) comes out at -8.9864 / -8.1396 eV.

Atomic partial charges in e from the Löwdin method, atoms 1 to 4:
1. C -0.4634
2. C -0.1335
3. C -0.3082
4. C -0.4270